(1)
DFT (ωB97M-V with the def2-TZVPD basis set) results for a molecular structure, C28H19N6O2RbS at a distorted geometry.

XYZ file:
```
57
Properties=species:S:1:pos:R:3:lowdin_charge:R:1
Rb 0.58 -1.06 -0.19 0.868
O 7.36 -0.32 2.35 -0.029
C 7.08 -0.32 1.13 -0.680
O 7.77 -0.31 0.07 -0.051
C 5.63 -0.20 0.83 -0.087
C 5.16 -0.02 -0.45 0.045
C 3.84 0.31 -0.68 -0.198
N 2.93 0.41 0.37 0.048
C 3.39 0.17 1.62 -0.240
C 4.71 -0.21 1.91 0.071
C 2.47 0.27 2.75 -0.222
C 3.00 0.34 4.05 0.018
C 2.14 0.31 5.22 -0.006
C 0.75 0.25 4.97 -0.068
C 0.30 0.08 3.65 -0.129
N 1.11 0.20 2.53 0.038
C 3.34 0.62 -2.03 -0.232
C 4.16 0.97 -3.09 0.000
C 3.63 1.30 -4.34 -0.037
C 2.24 1.39 -4.46 -0.073
C 1.50 0.96 -3.39 -0.145
N 2.01 0.57 -2.21 0.031
H 5.74 -0.08 -1.33 0.107
H 5.06 -0.58 2.87 0.114
H 4.06 0.33 4.12 0.088
H 2.54 0.34 6.17 0.076
H 0.08 0.37 5.80 0.091
H -0.77 -0.05 3.36 0.108
H 5.21 1.03 -3.00 0.101
H 4.35 1.39 -5.17 0.120
H 1.78 1.78 -5.35 0.099
H 0.40 0.93 -3.50 0.112
N -4.55 -0.60 -0.67 0.106
C -4.93 -1.92 -0.96 -0.213
C -6.26 -2.34 -1.19 -0.030
C -6.62 -3.65 -1.35 -0.081
C -5.63 -4.68 -1.23 -0.085
C -4.32 -4.34 -1.06 -0.102
C -4.01 -2.95 -0.85 -0.438
S -2.33 -2.71 -0.43 0.924
N -2.26 -1.05 -0.34 -0.385
C -3.25 -0.23 -0.52 -0.354
C -3.08 1.26 -0.44 -0.179
C -4.01 2.03 0.33 -0.024
C -3.78 3.37 0.60 -0.053
C -2.61 3.93 0.07 -0.025
C -1.81 3.15 -0.82 -0.106
N -2.09 1.89 -1.12 0.112
H -5.30 0.12 -0.68 0.159
H -7.04 -1.63 -1.16 0.097
H -7.68 -3.97 -1.35 0.118
H -5.92 -5.75 -1.37 0.119
H -3.47 -4.98 -1.10 0.088
H -4.83 1.56 0.86 0.107
H -4.52 3.97 1.14 0.116
H -2.30 4.83 0.47 0.077
H -0.98 3.53 -1.41 0.115
```

F_max   4.99 eV Å⁻¹
2S+1   1
Frontier orbital gap   6.42 eV



(2)
DFT (ωB97M-V with the def2-TZVPD basis set) results for a molecular structure, C28H20BF12N4OPdSb.

XYZ file:
```
68
Properties=species:S:1:pos:R:3:lowdin_charge:R:1
Pd 0.35 -0.09 -1.00 0.967
B -2.61 1.26 -0.91 -0.417
N -1.54 1.86 0.06 -0.039
C -1.66 2.78 1.02 -0.062
C -0.46 2.90 1.71 -0.029
C 0.38 1.97 1.11 -0.100
N -0.28 1.39 0.11 -0.078
N -2.69 -0.24 -0.54 -0.074
C -3.63 -0.94 0.11 -0.067
C -3.13 -2.21 0.36 -0.044
C -1.84 -2.19 -0.16 -0.130
N -1.61 -1.01 -0.72 -0.033
H -2.21 1.35 -2.05 0.032
H -3.65 1.81 -0.71 0.075
H -2.60 3.30 1.14 0.125
H -0.24 3.55 2.53 0.101
H 1.39 1.68 1.34 0.109
H -4.58 -0.50 0.34 0.123
H -3.63 -3.03 0.87 0.095
H -1.07 -2.95 -0.15 0.106
F 1.18 -1.35 3.55 0.173
C 2.37 -1.21 2.95 -0.548
F 3.24 -2.03 3.56 0.157
F 2.78 0.06 3.19 0.152
C 2.25 -1.46 1.41 -0.357
O 1.17 -0.84 0.95 -0.172
C 3.56 -0.93 0.75 -0.531
F 4.69 -1.25 1.39 0.172
F 3.68 -1.40 -0.51 0.138
F 3.53 0.41 0.63 0.137
C 2.15 -3.00 1.18 -0.531
F 1.66 -3.24 -0.05 0.137
F 1.32 -3.57 2.05 0.171
F 3.33 -3.64 1.26 0.161
F 2.22 -5.33 -2.59 0.099
C 1.76 -4.09 -2.71 -0.275
C 2.67 -3.05 -2.82 0.001
C 2.19 -1.77 -2.95 -0.126
C 0.81 -1.49 -2.97 -0.470
C -0.07 -2.59 -2.87 -0.154
C 0.39 -3.88 -2.74 -0.001
Sb 0.01 0.25 -4.00 1.519
C 0.82 1.75 -2.71 -0.464
C 2.07 1.64 -2.08 -0.158
C 2.59 2.68 -1.31 -0.005
C 1.85 3.83 -1.19 -0.277
F 2.32 4.84 -0.45 0.081
C 0.61 3.99 -1.80 0.008
C 0.10 2.95 -2.55 -0.137
C 1.65 0.29 -5.39 -0.407
C 1.81 -0.80 -6.25 -0.135
C 2.83 -0.84 -7.18 -0.006
C 3.70 0.23 -7.25 -0.283
F 4.70 0.20 -8.15 0.063
C 3.57 1.33 -6.43 -0.004
C 2.54 1.35 -5.50 -0.114
H 3.73 -3.27 -2.78 0.133
H 2.91 -0.97 -3.10 0.097
H -1.13 -2.42 -2.90 0.093
H -0.28 -4.73 -2.65 0.129
H 2.68 0.76 -2.21 0.078
H 3.54 2.59 -0.81 0.125
H 0.07 4.91 -1.67 0.128
H -0.88 3.05 -2.99 0.097
H 1.13 -1.65 -6.19 0.102
H 2.97 -1.69 -7.85 0.121
H 4.27 2.15 -6.52 0.121
H 2.44 2.21 -4.85 0.095
```

Relative energy (zero: lowest compared OMol25 entry of this formula, charge and spin)   33.3 kcal per mole
F_max   0.83 eV Å⁻¹
2S+1   1
Frontier orbital gap (spin up / spin down)   7.04 / 7.06 eV



(3)
DFT (ωB97M-V with the def2-TZVPD basis set) results for a molecular structure, C28H20CdF12N4O2S2 at a distorted geometry.

XYZ file:
```
69
Properties=species:S:1:pos:R:3:lowdin_charge:R:1
Cd 0.06 -0.63 0.46 1.362
C 0.61 1.30 5.74 -0.449
S 1.62 1.64 4.26 0.753
C 0.49 0.98 3.03 -1.209
S -0.16 -0.55 3.23 0.474
N 0.16 1.89 2.17 -0.125
N -0.65 1.56 1.16 -0.053
C -1.27 2.55 0.62 -0.105
C -2.20 2.41 -0.46 -0.287
C -2.71 3.56 -1.08 -0.048
C -3.56 3.43 -2.15 -0.091
C -3.92 2.15 -2.57 -0.062
C -3.40 1.07 -1.87 -0.127
N -2.57 1.18 -0.85 0.148
H 1.26 1.40 6.60 0.008
H -0.20 2.02 5.79 0.021
H 0.22 0.29 5.65 -0.031
H -1.08 3.56 0.98 0.121
H -2.40 4.53 -0.72 0.102
H -3.96 4.31 -2.65 0.094
H -4.57 1.99 -3.42 0.092
H -3.68 0.07 -2.14 0.096
C 2.68 5.18 -0.37 -0.071
C 2.10 3.87 -0.82 -0.288
C 0.97 3.78 -1.62 -0.066
C 0.43 2.54 -1.90 -0.064
C 0.96 1.34 -1.41 -0.262
N 0.27 0.16 -1.46 -0.051
C -0.44 -0.26 -2.52 -0.252
C -0.31 0.36 -3.79 -0.035
C -1.14 0.08 -4.84 -0.075
C -2.14 -0.88 -4.72 -0.308
C -3.14 -1.11 -5.81 -0.078
C -2.15 -1.64 -3.55 -0.034
C -1.30 -1.40 -2.47 -0.076
C -1.30 -2.43 -1.33 -0.415
O -0.33 -2.41 -0.42 -0.236
C -2.66 -2.38 -0.56 -0.539
F -3.79 -2.21 -1.29 0.107
F -2.89 -3.51 0.15 0.131
F -2.68 -1.39 0.35 0.093
C -1.23 -3.88 -1.94 -0.541
F -2.38 -4.39 -2.47 0.098
F -0.88 -4.78 -1.02 0.135
F -0.33 -3.99 -2.92 0.147
C 2.18 1.43 -0.67 -0.048
C 2.68 2.68 -0.37 0.005
C 2.81 0.17 -0.07 -0.402
O 2.08 -0.40 0.90 -0.252
C 4.20 0.48 0.60 -0.550
F 4.88 -0.64 0.92 0.136
F 5.09 1.20 -0.14 0.099
F 4.08 1.15 1.75 0.131
C 3.20 -0.88 -1.18 -0.528
F 3.63 -2.04 -0.65 0.136
F 2.26 -1.22 -2.06 0.151
F 4.24 -0.44 -1.96 0.105
H 2.21 6.02 -0.86 0.060
H 3.75 5.21 -0.57 0.068
H 2.56 5.29 0.71 0.075
H 0.50 4.67 -2.01 0.100
H -0.49 2.49 -2.47 0.098
H 0.48 1.08 -3.92 0.103
H -1.01 0.60 -5.78 0.096
H -2.87 -0.54 -6.70 0.059
H -4.14 -0.80 -5.49 0.064
H -3.20 -2.16 -6.10 0.066
H -2.86 -2.45 -3.50 0.113
H 3.55 2.79 0.25 0.107
```

Charge   -2
Relative energy (zero: lowest compared OMol25 entry of this formula, charge and spin)   19.4 kcal per mole
F_max   2.46 eV Å⁻¹
2S+1   1
Frontier orbital gap   5.74 eV



(4)
DFT (ωB97M-V with the def2-TZVPD basis set) results for 2 unconnected molecules or ions with the total composition C28H20ClNO3S at a distorted geometry.

XYZ file:
```
54
Properties=species:S:1:pos:R:3:lowdin_charge:R:1
N 4.51 -2.52 8.20 0.143
C 4.07 -2.28 7.14 -0.185
C 3.59 -2.02 5.82 -0.243
C 3.64 -0.73 5.27 -0.014
C 3.23 -0.52 3.94 -0.035
C 2.81 -1.63 3.19 -0.277
S 2.47 -1.48 1.45 0.511
C 0.87 -0.96 1.35 -0.693
Cl 0.64 0.68 0.93 0.827
O 3.39 -0.40 1.11 -0.363
O 2.65 -2.80 0.91 -0.324
C 2.65 -2.89 3.76 -0.048
C 3.07 -3.10 5.08 -0.019
H 4.00 0.12 5.87 0.123
H 3.24 0.48 3.49 0.121
H 0.11 -1.73 1.65 0.057
H 2.22 -3.70 3.16 0.117
H 2.98 -4.10 5.51 0.124
C -6.64 2.53 -0.20 -0.061
O -5.96 1.28 -0.03 -0.074
C -4.62 1.21 -0.23 -0.257
C -4.02 -0.05 0.00 0.019
C -2.69 -0.27 -0.32 -0.027
C -1.87 0.73 -0.87 -0.188
C -0.59 0.38 -1.45 -0.095
C 0.38 1.42 -1.79 -0.199
C 1.25 0.92 -2.81 -0.108
C 2.30 1.66 -3.35 -0.005
C 2.48 2.98 -2.94 -0.061
C 1.65 3.48 -1.90 -0.059
C 0.62 2.72 -1.33 -0.075
C 0.80 -0.42 -3.14 -0.084
C -0.27 -0.79 -2.25 -0.080
C -1.10 -1.85 -2.63 0.007
C -0.77 -2.61 -3.74 -0.061
C 0.35 -2.31 -4.52 -0.047
C 1.18 -1.24 -4.20 0.003
C -2.51 2.00 -1.09 0.011
C -3.81 2.26 -0.70 -0.005
H -7.67 2.30 0.03 0.092
H -6.25 3.28 0.49 0.097
H -6.55 2.86 -1.23 0.096
H -4.65 -0.80 0.48 0.126
H -2.28 -1.25 -0.09 0.115
H 2.90 1.22 -4.15 0.114
H 3.24 3.63 -3.39 0.109
H 1.86 4.48 -1.49 0.109
H 0.07 3.09 -0.46 0.103
H -1.94 -2.12 -1.99 0.104
H -1.40 -3.46 -4.00 0.104
H 0.54 -2.87 -5.44 0.111
H 2.04 -0.93 -4.82 0.119
H -1.97 2.83 -1.54 0.113
H -4.21 3.28 -0.73 0.111
```

Relative energy (zero: lowest compared OMol25 entry of this formula, charge and spin)   6.6 kcal per mole
F_max   3.13 eV Å⁻¹
2S+1   1
Frontier orbital gap   4.09 eV



(5)
DFT (ωB97M-V with the def2-TZVPD basis set) results for a molecular structure, C28H21AsCl5N3PtS2 at a distorted geometry.

XYZ file:
```
61
Properties=species:S:1:pos:R:3:lowdin_charge:R:1
Pt 1.50 -0.67 0.48 0.608
Cl 2.05 -4.20 0.48 0.679
C 3.13 -3.18 1.38 -0.675
C 2.88 -1.78 1.53 -0.378
C 3.79 -1.13 2.38 -0.724
Cl 3.50 0.52 2.83 0.649
C 4.88 -1.76 2.96 -0.714
Cl 5.94 -0.90 4.01 0.675
C 5.12 -3.10 2.72 -0.716
Cl 6.48 -3.89 3.42 0.673
C 4.23 -3.82 1.93 -0.722
Cl 4.51 -5.50 1.66 0.664
S 3.09 0.68 -0.41 0.529
C 2.44 2.31 -0.07 -0.679
C 3.30 3.35 0.25 -0.113
C 2.78 4.62 0.49 -0.081
C 1.42 4.86 0.44 -0.090
C 0.55 3.82 0.12 -0.087
C 1.06 2.56 -0.16 -0.397
As 0.04 0.97 -0.53 1.202
C -0.27 1.01 -2.42 -0.371
C 0.66 1.59 -3.27 -0.089
C 0.47 1.54 -4.64 -0.072
C -0.65 0.91 -5.17 -0.084
C -1.58 0.32 -4.32 -0.083
C -1.39 0.37 -2.95 -0.136
C -1.68 1.34 0.29 -0.359
C -1.78 1.05 1.64 -0.120
C -2.94 1.36 2.33 -0.084
C -4.01 1.95 1.67 -0.083
C -3.91 2.24 0.32 -0.080
C -2.74 1.94 -0.38 -0.105
H 4.36 3.17 0.32 0.104
H 3.46 5.43 0.74 0.105
H 1.03 5.84 0.65 0.101
H -0.52 3.99 0.09 0.103
H 1.54 2.09 -2.86 0.098
H 1.19 1.99 -5.30 0.106
H -0.80 0.87 -6.24 0.103
H -2.45 -0.18 -4.72 0.104
H -2.11 -0.09 -2.28 0.096
H -0.95 0.56 2.15 0.093
H -3.01 1.14 3.39 0.108
H -4.91 2.19 2.21 0.104
H -4.74 2.71 -0.20 0.104
H -2.67 2.19 -1.43 0.100
C -4.41 -2.39 1.43 -0.089
C -3.42 -3.55 1.33 -0.239
C -2.16 -3.12 0.64 -0.589
N -1.26 -2.41 1.19 0.043
N -0.25 -2.09 0.35 -0.194
C -0.40 -2.55 -0.91 -0.776
N 0.51 -2.28 -1.89 0.091
S -1.83 -3.46 -1.06 1.099
H -5.33 -2.71 1.91 0.074
H -4.66 -2.00 0.44 0.077
H -3.98 -1.58 2.01 0.065
H -3.86 -4.39 0.79 0.103
H -3.15 -3.90 2.32 0.117
H 1.37 -1.94 -1.42 0.049
H 0.55 -2.91 -2.67 0.103
```

Relative energy (zero: lowest compared OMol25 entry of this formula, charge and spin)   21.1 kcal per mole
F_max   1.51 eV Å⁻¹
2S+1   1
Frontier orbital gap   7.54 eV



(6)
DFT (ωB97M-V with the def2-TZVPD basis set) results for a molecular structure, C28H21Br3N8RhS2 at a distorted geometry.

XYZ file:
```
63
Properties=species:S:1:pos:R:3:lowdin_charge:R:1
Rh 0.10 0.21 -0.13 1.149
Br 1.16 7.31 1.24 0.838
C 0.56 5.50 1.33 -0.634
C 1.13 4.54 0.50 -0.090
C 0.70 3.23 0.58 -0.041
C -0.33 2.86 1.47 -0.314
C -0.89 3.84 2.29 0.005
C -0.45 5.15 2.23 -0.082
N -0.68 1.53 1.49 0.000
C -1.75 1.05 2.04 -0.047
C -1.90 -0.39 2.12 -0.263
C -2.74 -0.98 3.07 0.038
C -2.71 -2.36 3.22 0.012
C -1.87 -3.10 2.42 0.014
C -1.12 -2.45 1.45 -0.087
N -1.12 -1.13 1.31 0.043
H 1.91 4.82 -0.20 0.116
H 1.15 2.46 -0.05 0.077
H -1.66 3.60 3.00 0.118
H -0.88 5.90 2.86 0.121
H -2.53 1.67 2.47 0.152
H -3.39 -0.37 3.68 0.136
H -3.33 -2.84 3.97 0.137
H -1.79 -4.17 2.52 0.131
H -0.51 -3.01 0.76 0.102
Br -3.63 3.37 -4.88 0.896
C -2.91 2.42 -3.41 -0.625
C -2.81 3.02 -2.16 -0.042
C -2.18 2.33 -1.15 -0.079
N -1.68 1.10 -1.29 0.057
C -1.91 0.46 -2.45 -0.234
C -2.48 1.10 -3.54 -0.034
C -1.56 -0.97 -2.47 -0.220
C -2.31 -1.89 -3.19 -0.016
C -2.00 -3.25 -3.08 -0.625
Br -3.08 -4.54 -3.95 0.891
C -0.90 -3.62 -2.31 -0.051
C -0.18 -2.63 -1.66 -0.124
N -0.52 -1.34 -1.70 0.016
H -3.22 4.00 -1.98 0.127
H -2.08 2.80 -0.18 0.107
H -2.59 0.58 -4.49 0.127
H -3.15 -1.58 -3.79 0.126
H -0.61 -4.65 -2.22 0.126
H 0.71 -2.88 -1.11 0.128
N 1.32 -0.21 3.47 0.157
C 2.23 -0.17 2.51 -0.618
N 2.01 -0.07 1.22 0.029
C 3.18 -0.08 0.51 -0.326
C 4.32 -0.17 1.29 -0.303
S 3.95 -0.27 2.94 1.176
C 3.15 -0.04 -0.92 -0.325
C 4.23 -0.24 -1.75 -0.302
S 3.79 -0.15 -3.39 1.172
C 2.12 0.16 -2.87 -0.626
N 1.96 0.18 -1.57 0.012
N 1.19 0.35 -3.80 0.160
H 0.34 -0.11 3.27 0.083
H 1.62 -0.33 4.43 0.127
H 5.34 -0.18 0.95 0.095
H 5.24 -0.45 -1.47 0.095
H 1.45 0.33 -4.77 0.128
H 0.26 0.66 -3.56 0.088
```

Charge   +3
Relative energy (zero: lowest compared OMol25 entry of this formula, charge and spin)   99.6 kcal per mole
F_max   2.47 eV Å⁻¹
2S+1   1
Frontier orbital gap (spin up / spin down)   5.96 / 3.69 eV